(1)
Formula: C42H53AsBCl2N5O5SSi3Sn
Source: OMol25
Level of theory: wB97M-V/def2-TZVPD

## Properties
Highest occupied orbital energy, eV: -1.050
Orbital gap, eV: 4.92
Total charge: -2
LUMO level, eV: 3.87
Maximum force, eV/Å: 0.45

Positions of all 114 atoms, in Å:
1 Sn 1.924 -1.383 -0.321
2 As -1.307 -2.344 -0.311
3 Cl 0.377 -0.322 6.544
4 Cl 0.732 -3.515 6.495
5 S 1.801 -1.075 -3.554
6 Si -2.700 -0.844 0.866
7 Si -1.883 -4.341 0.776
8 Si -2.440 -2.478 -2.343
9 O 0.889 1.221 -1.822
10 O 3.158 -4.876 2.396
11 O 2.301 1.732 2.561
12 O 1.263 3.490 -0.763
13 O 0.014 1.823 0.316
14 N 1.511 1.560 -2.988
15 N 1.871 -0.326 1.602
16 N 1.999 -4.420 -0.888
17 N 2.048 -3.024 1.525
18 N 3.268 0.341 -0.558
19 C -4.398 -1.522 1.312
20 C 2.664 1.482 0.189
21 C -1.504 3.380 1.443
22 C -3.554 -5.084 0.345
23 C 1.435 2.856 -3.379
24 C 2.045 0.574 -3.784
25 C 3.135 -5.865 -2.415
26 C 1.739 -2.435 2.762
27 C 2.820 2.385 -5.241
28 C 4.668 2.765 -0.523
29 C 2.144 -4.950 -2.101
30 C -2.985 0.661 -0.201
31 C 2.850 -4.778 0.070
32 C 4.299 0.558 -1.385
33 C 0.913 -1.158 5.104
34 C -0.623 -5.649 0.356
35 C -1.805 4.746 1.609
36 C 1.479 -3.161 3.922
37 C -1.852 -0.376 2.448
38 C -2.130 -0.900 -3.286
39 C 2.269 0.986 1.588
40 C -0.456 3.041 0.626
41 C -1.527 7.941 -0.157
42 C 2.796 1.073 -4.897
43 C -1.811 -4.058 2.619
44 C 1.061 -2.532 5.084
45 C -0.180 7.860 1.946
46 C 4.992 1.729 -1.496
47 C -0.003 5.368 0.139
48 C -1.080 5.742 0.975
49 C 2.075 3.309 -4.489
50 C 1.184 -0.410 3.969
51 C 2.695 -4.188 1.473
52 C -1.361 7.230 1.192
53 C 3.625 2.649 0.303
54 C 0.286 4.037 -0.021
55 C 3.866 -5.707 -0.147
56 C -2.631 7.469 2.008
57 C 1.600 -1.020 2.784
58 C -4.281 -2.808 -2.382
59 C -1.611 -3.866 -3.289
60 C 4.013 -6.250 -1.409
61 B 1.238 2.016 -0.517
62 H -2.260 -1.087 -4.357
63 H 5.307 3.642 -0.450
64 H -0.023 7.351 2.899
65 H 5.830 1.815 -2.174
66 H -0.618 7.884 -0.757
67 H -0.366 8.922 2.142
68 H -0.951 -6.610 0.767
69 H -2.179 -4.104 -4.194
70 H 2.004 4.354 -4.751
71 H -0.606 -3.546 -3.581
72 H -0.481 -5.754 -0.722
73 H 4.804 -6.962 -1.612
74 H -2.069 2.618 1.963
75 H -2.084 0.927 -0.757
76 H -4.596 -2.781 -3.431
77 H 0.743 7.773 1.370
78 H 3.399 3.398 1.050
79 H -0.873 0.065 2.242
80 H -3.526 -5.538 -0.649
81 H -1.513 -4.777 -2.691
82 H 1.439 -4.613 -2.856
83 H -3.503 7.016 1.531
84 H -2.694 -3.534 2.994
85 H 0.616 6.105 -0.360
86 H 1.606 -4.232 3.916
87 H -2.627 5.003 2.262
88 H -1.763 8.999 -0.003
89 H 4.593 -0.306 -1.981
90 H -3.803 0.484 -0.905
91 H -5.056 -1.565 0.441
92 H -2.543 7.060 3.017
93 H 4.505 -5.970 0.684
94 H -2.810 8.545 2.098
95 H 3.315 0.325 -5.477
96 H -4.856 -0.859 2.054
97 H -4.351 -2.522 1.747
98 H -1.733 -5.020 3.135
99 H -4.367 -4.358 0.363
100 H 0.856 3.487 -2.731
101 H -2.463 0.362 2.977
102 H -2.796 -0.090 -2.986
103 H 0.350 -5.395 0.786
104 H -3.246 1.517 0.429
105 H -4.855 -2.057 -1.834
106 H -4.529 -3.787 -1.972
107 H -1.701 -1.234 3.107
108 H 1.079 0.663 3.993
109 H -0.929 -3.468 2.886
110 H 3.215 -6.259 -3.420
111 H -2.336 7.486 -0.733
112 H -3.777 -5.872 1.072
113 H -1.098 -0.575 -3.123
114 H 3.394 2.710 -6.101



(2)
Formula: C42H54BCl2FeN8O4P
Source: OMol25
Level of theory: wB97M-V/def2-TZVPD

## Properties
Highest occupied orbital energy (spin up / spin down), eV: -7.947 / -7.599
Orbital gap (spin up / spin down), eV: 7.96 / 7.58
2S+1: 5
Total charge: 0
LUMO level (spin up / spin down), eV: 0.02 / -0.02
Maximum force, eV/Å: 0.50

Positions of all 113 atoms, in Å:
1 Fe 0.816 1.281 -0.096
2 Cl -6.696 -1.745 -0.494
3 Cl -2.673 0.460 -3.469
4 P 0.277 -0.749 2.627
5 O -0.777 2.276 1.132
6 O -1.252 1.187 -0.716
7 O 0.835 -0.715 -1.057
8 O 1.001 0.144 1.678
9 N -4.832 0.410 -1.167
10 N 1.985 4.084 -0.824
11 N 1.067 3.187 -1.246
12 N 1.080 -2.165 2.880
13 N -1.227 -1.172 2.124
14 N 3.807 2.297 -0.513
15 N 2.954 1.384 -0.018
16 N 0.189 0.015 4.074
17 C 3.832 -1.915 -2.599
18 C -5.547 -1.788 -1.810
19 C -2.419 -1.282 2.968
20 C -5.064 3.649 -2.957
21 C 4.989 0.454 -0.175
22 C 0.019 -0.610 5.384
23 C -2.827 -2.507 0.974
24 C -3.818 -0.787 -3.093
25 C 1.124 0.616 -3.618
26 C -4.730 -0.662 -2.031
27 C -1.421 -1.909 0.851
28 C -4.576 -3.020 -3.610
29 C 4.806 -1.593 -3.524
30 C 3.660 0.271 0.193
31 C -5.248 2.323 -2.614
32 C 4.618 -0.568 -4.450
33 C -0.988 0.293 6.090
34 C 2.635 -1.169 -2.581
35 C -3.101 -2.552 2.475
36 C -4.253 4.452 -2.166
37 C -3.751 -1.939 -3.861
38 C 5.026 1.764 -0.624
39 C -5.480 -2.940 -2.564
40 C -3.810 2.580 -0.686
41 C 3.413 0.117 -4.449
42 C 5.710 -0.212 -5.417
43 C -0.122 1.460 4.134
44 C -4.610 1.783 -1.502
45 C -1.611 1.842 0.306
46 C 2.845 -3.650 3.303
47 C 1.667 -1.472 -1.532
48 C 1.449 5.307 -0.802
49 C 2.513 -2.166 3.209
50 C 0.463 -3.461 3.189
51 C 4.118 -3.011 -1.602
52 C 1.569 -4.229 3.912
53 C 2.409 -0.155 -3.527
54 C 0.136 5.230 -1.237
55 C -0.051 3.877 -1.497
56 C -3.095 2.077 0.541
57 C -0.619 1.687 5.571
58 C -3.647 3.919 -1.041
59 B 3.515 3.819 -0.723
60 H -6.142 -3.762 -2.329
61 H -0.930 3.357 -1.842
62 H -5.561 0.278 -0.482
63 H -0.654 -2.681 0.741
64 H -3.517 1.128 0.879
65 H 0.772 2.046 3.919
66 H 1.713 -2.492 -1.116
67 H -5.872 1.678 -3.220
68 H -5.552 4.056 -3.833
69 H 5.801 -0.250 -0.128
70 H 0.169 -3.978 2.270
71 H 5.335 0.414 -6.226
72 H 3.734 -3.841 3.903
73 H 5.842 2.359 -0.999
74 H 2.047 6.153 -0.507
75 H -1.340 -1.241 -0.003
76 H 3.008 -4.063 2.305
77 H 0.253 0.007 -3.386
78 H -0.864 1.722 3.381
79 H -2.159 -1.313 4.025
80 H 1.473 -5.306 3.786
81 H 4.064 4.136 -1.757
82 H 3.164 -0.593 0.599
83 H 1.542 -4.007 4.981
84 H 5.738 -2.146 -3.526
85 H -2.007 0.035 5.794
86 H 1.125 1.456 -2.921
87 H -3.024 -1.973 -4.661
88 H -2.900 -3.483 0.494
89 H -4.099 5.493 -2.420
90 H 0.968 -0.611 5.934
91 H -0.571 6.034 -1.341
92 H -3.018 4.545 -0.418
93 H -4.508 -3.914 -4.212
94 H -0.310 -1.647 5.296
95 H 6.499 0.341 -4.904
96 H -3.546 -1.847 0.489
97 H -0.921 0.214 7.175
98 H 2.697 -1.668 4.169
99 H 5.071 -3.482 -1.835
100 H 4.182 -2.619 -0.584
101 H 3.933 4.456 0.219
102 H -3.190 2.803 1.348
103 H -1.461 2.376 5.600
104 H 3.084 -1.635 2.450
105 H 0.176 2.113 6.185
106 H -4.164 -2.573 2.713
107 H 1.015 1.028 -4.621
108 H -0.432 -3.354 3.804
109 H -3.074 -0.417 2.812
110 H 3.354 -3.790 -1.610
111 H 3.244 0.894 -5.186
112 H -2.632 -3.431 2.925
113 H 6.162 -1.105 -5.849



(3)
Formula: C42H54BCl3F3I2N10ORbS2
Source: OMol25
Level of theory: wB97M-V/def2-TZVPD

## Properties
Highest occupied orbital energy, eV: -2.565
Orbital gap, eV: 5.89
Total charge: -2
LUMO level, eV: 3.32
Maximum force, eV/Å: 0.63

Positions of all 119 atoms, in Å:
1 I -0.253 -1.423 -7.429
2 I 1.369 -0.511 -5.148
3 Rb 1.049 -0.501 -1.100
4 Cl 1.274 -5.380 3.283
5 Cl 0.142 -6.675 0.897
6 Cl 3.637 -7.461 1.543
7 S 3.598 -3.765 -0.498
8 S 2.660 1.553 -3.352
9 F 6.040 -4.870 -2.098
10 F 6.420 -3.799 -3.934
11 F 5.954 -2.715 -2.125
12 O 3.358 2.186 -2.243
13 N -0.460 2.756 0.422
14 N 1.888 -3.813 -2.524
15 N 1.982 -3.565 0.133
16 N 1.256 1.704 2.091
17 N -0.311 2.121 -0.760
18 N 2.664 0.058 -3.420
19 N -1.124 0.815 1.940
20 N 1.945 0.823 1.332
21 N -1.348 -1.703 -2.762
22 N -0.959 -0.282 1.159
23 C 4.185 -3.881 -3.182
24 C 1.526 2.948 4.301
25 C 3.166 1.337 3.137
26 C 3.093 0.590 1.950
27 C -4.651 -2.608 -3.457
28 C -0.849 2.467 -3.124
29 C -2.657 -0.637 2.581
30 C 4.069 -0.408 1.393
31 C -2.781 1.024 5.191
32 C -0.996 3.987 0.227
33 C -0.764 2.934 -1.700
34 C 3.805 -4.051 -4.501
35 C 5.082 -0.858 2.440
36 C 1.576 -4.484 0.833
37 C -1.895 -3.628 1.968
38 C 2.581 4.017 4.593
39 C -2.241 -2.176 -3.311
40 C -1.860 -1.166 1.551
41 C -2.653 1.639 3.797
42 C -5.541 -3.916 -5.267
43 C 1.210 2.135 5.560
44 C 0.116 5.578 1.785
45 C -3.175 -3.501 -5.151
46 C -1.201 4.143 -1.131
47 C -1.963 -2.520 0.920
48 C 4.780 0.122 0.149
49 C -2.173 6.097 0.878
50 C 5.641 -3.817 -2.831
51 C -0.605 3.594 -4.122
52 C -4.265 -4.072 -5.788
53 C -3.369 -2.771 -3.983
54 C -3.250 -2.623 0.106
55 C -3.990 2.223 3.333
56 C 2.462 -4.106 -4.826
57 C 3.176 -3.798 -2.205
58 C 1.548 -3.953 -3.801
59 C -5.733 -3.182 -4.103
60 C 1.041 -5.393 1.590
61 C 1.976 2.037 3.192
62 C -1.221 4.990 1.323
63 C -2.193 1.783 -3.386
64 C -2.151 0.628 2.805
65 B -0.215 2.062 1.787
66 H -1.934 2.456 3.850
67 H 0.471 1.363 5.341
68 H -3.099 1.776 5.917
69 H -0.071 1.712 -3.269
70 H -0.023 6.253 2.634
71 H -4.790 -2.035 -2.554
72 H -1.405 4.338 -4.065
73 H 0.819 2.778 6.354
74 H 0.612 3.452 3.992
75 H 2.814 4.591 3.695
76 H -0.552 2.850 2.614
77 H 4.589 -1.229 3.340
78 H -2.355 0.978 -2.669
79 H -2.379 6.774 1.710
80 H -2.180 -3.598 -5.562
81 H -2.222 1.359 -4.394
82 H 4.563 -4.125 -5.268
83 H 5.707 -1.659 2.040
84 H -4.123 -2.559 0.762
85 H 0.805 4.785 2.077
86 H 3.508 3.558 4.944
87 H 2.128 -4.210 -5.849
88 H -2.746 -3.557 2.652
89 H 0.342 4.098 -3.925
90 H 3.966 1.358 3.859
91 H 0.579 6.138 0.968
92 H -3.468 -1.116 3.107
93 H 2.229 4.704 5.366
94 H -3.520 0.220 5.191
95 H 4.076 0.460 -0.610
96 H -6.389 -4.365 -5.768
97 H 5.738 -0.030 2.725
98 H -6.728 -3.057 -3.697
99 H -3.896 2.658 2.337
100 H -3.010 2.504 -3.285
101 H -1.676 4.478 2.174
102 H 5.416 -0.651 -0.288
103 H -3.295 -3.573 -0.433
104 H -3.302 -1.802 -0.611
105 H -1.619 5.000 -1.633
106 H 5.405 0.981 0.409
107 H -0.584 3.202 -5.141
108 H -1.116 -2.626 0.235
109 H 3.484 -1.287 1.104
110 H -4.752 1.441 3.286
111 H -1.918 -4.614 1.500
112 H -4.112 -4.635 -6.699
113 H -3.118 5.685 0.522
114 H -1.733 6.686 0.069
115 H -1.832 0.601 5.520
116 H 0.483 -3.932 -4.008
117 H 2.110 1.640 5.930
118 H -0.984 -3.552 2.561
119 H -4.337 2.999 4.021



(4)
Formula: C42H54F3N5O4
Source: OMol25
Level of theory: wB97M-V/def2-TZVPD

## Properties
Highest occupied orbital energy, eV: -5.644
Orbital gap, eV: 4.78
Total charge: 0
LUMO level, eV: -0.87
Maximum force, eV/Å: 5.22

Positions of all 108 atoms, in Å:
1 F 5.205 -4.162 2.233
2 F 4.736 -4.555 0.128
3 F 3.705 -5.665 1.699
4 O 1.214 -2.514 -2.938
5 O 0.808 2.148 -4.264
6 O 0.256 -2.259 -5.008
7 O 2.902 1.483 -3.706
8 N -1.561 0.943 1.457
9 N -1.073 1.309 0.253
10 N 0.289 -0.459 -3.514
11 N -0.964 -0.215 1.771
12 N 1.091 0.251 -2.791
13 C 3.315 3.813 -2.916
14 C 0.045 -0.491 0.844
15 C -0.005 0.483 -0.106
16 C -2.477 -2.032 2.395
17 C 0.896 3.966 1.479
18 C 1.057 -1.496 1.129
19 C -1.552 -1.052 2.796
20 C -1.257 -0.820 4.158
21 C 3.429 2.870 -4.093
22 C -2.290 2.556 -1.501
23 C 1.759 -4.554 -1.824
24 C -2.673 1.246 -2.174
25 C 3.408 -2.107 0.916
26 C -4.474 -1.978 0.851
27 C 2.280 -4.342 -4.267
28 C 1.329 -3.976 -3.166
29 C -2.532 -2.818 4.692
30 C -4.156 0.942 -1.925
31 C -0.609 3.861 1.739
32 C -1.734 -1.748 5.080
33 C -2.924 -2.926 3.367
34 C -1.401 3.783 0.431
35 C -0.389 0.345 4.589
36 C 1.087 -0.063 4.630
37 C 1.860 -3.665 1.911
38 C -1.911 4.958 -0.121
39 C -2.338 1.233 -3.670
40 C -2.759 3.760 -2.039
41 C -2.466 -3.431 0.300
42 C -2.541 4.950 -1.365
43 C -0.812 0.957 5.933
44 C -2.953 -2.141 0.958
45 C 4.875 2.685 -4.522
46 C 1.581 1.380 -3.713
47 C 4.177 -4.434 1.376
48 C 0.585 -1.824 -3.904
49 C -1.052 4.998 2.666
50 C 0.823 -2.753 1.753
51 C 3.120 -3.373 1.405
52 C 2.412 -1.141 0.911
53 C -1.531 2.580 -0.313
54 C 0.904 0.907 -1.194
55 H -3.590 -3.718 3.053
56 H -2.743 -3.461 -0.764
57 H 1.257 -0.799 5.433
58 H 1.387 -0.521 3.676
59 H -0.509 1.125 3.821
60 H 1.137 4.912 0.974
61 H -0.562 4.885 3.643
62 H -1.885 1.195 5.931
63 H -0.609 0.268 6.768
64 H 0.526 1.871 -1.601
65 H 1.727 -5.657 -1.830
66 H -4.397 -0.075 -2.261
67 H -1.787 5.897 0.424
68 H -3.306 3.724 -2.985
69 H -1.321 1.605 -3.872
70 H 5.476 2.192 -3.740
71 H 4.399 -1.864 0.544
72 H -4.383 1.025 -0.852
73 H 3.297 -4.025 -4.009
74 H 2.798 -4.256 -1.601
75 H 3.812 3.380 -2.031
76 H 3.797 4.785 -3.122
77 H -2.869 -3.555 5.426
78 H -4.784 -1.041 1.335
79 H -2.390 0.205 -4.053
80 H -0.261 1.889 6.126
81 H -4.792 1.657 -2.468
82 H -4.995 -2.814 1.344
83 H 1.675 -4.613 2.399
84 H 1.734 0.809 4.809
85 H 1.973 -3.894 -5.213
86 H 0.315 -4.334 -3.419
87 H 1.459 3.928 2.419
88 H 2.263 4.016 -2.672
89 H -3.051 1.849 -4.238
90 H -1.370 -3.504 0.366
91 H -1.444 -1.647 6.117
92 H 4.932 2.080 -5.435
93 H 1.966 1.087 -0.858
94 H -2.135 4.965 2.831
95 H 2.301 -5.430 -4.395
96 H 2.821 3.230 -4.940
97 H -4.790 -1.942 -0.203
98 H 1.249 3.148 0.843
99 H 5.333 3.667 -4.738
100 H -2.501 -1.309 0.406
101 H -2.947 5.874 -1.760
102 H -0.780 5.987 2.266
103 H -0.166 -2.992 2.150
104 H -2.899 -4.311 0.799
105 H 2.676 -0.080 0.802
106 H -0.805 2.913 2.260
107 H 1.107 -4.201 -1.010
108 H -2.062 0.463 -1.706